Arrangement i

# C7H9IN3O

C7H9IN3O as an isolated structure (ωB97M-V/def2-TZVPD, OMol25).

Element x y z (Å)
C  2.606  0.620  -1.483
C  1.449  0.100  -1.992
C  2.842  0.578  -0.093
C  0.470  -0.436  -1.077
C  1.857  0.130  0.773
C  0.608  -0.419  0.307
C  -0.368  -0.957  1.216
N  -1.411  0.089  1.388
N  -3.236  0.796  0.147
N  -2.404  -0.132  0.557
O  -2.607  -1.211  0.083
I  -5.024  0.071  -0.722
H  3.382  1.006  -2.076
H  1.475  0.070  -3.101
H  3.902  0.830  0.173
H  -0.364  -1.107  -1.461
H  1.959  0.193  1.826
H  -0.949  -1.799  0.683
H  0.134  -1.349  2.182
H  -1.161  0.997  1.834
H  -3.161  1.930  0.835

Output
* charge: +1
* E_LUMO: -5.68 eV
* HOMO level: -12.487 eV
* HOMO-LUMO gap: 0.2502 hartree

natural (NBO) atomic charge list, values in e, 4 entries: atom 1 (C): -0.179, atom 2 (C): -0.204, atom 3 (C): -0.195, atom 4 (C): -0.200

=====

Arrangement ii

# C7H9IN3O

C7H9IN3O as an isolated structure (ωB97M-V/def2-TZVPD, OMol25).

Element x y z (Å)
C  1.964  2.044  0.547
C  2.059  1.748  -0.823
C  1.275  1.266  1.433
C  1.146  0.748  -1.254
C  0.590  0.010  1.029
C  0.590  -0.132  -0.377
C  -0.280  -1.339  -0.923
N  -1.199  -1.896  0.022
N  -2.565  -0.175  -0.243
N  -2.444  -1.363  0.218
O  -3.277  -1.997  0.875
I  -4.403  0.650  -0.117
H  2.560  2.900  0.778
H  2.536  2.489  -1.504
H  1.448  1.376  2.476
H  1.014  0.418  -2.344
H  1.143  -0.758  1.537
H  -0.798  -0.877  -1.656
H  0.191  -2.225  -1.358
H  -1.078  -2.889  0.326
H  -0.470  0.002  1.359

Output
* charge: +1
* E_LUMO: -6.38 eV
* HOMO level: -12.047 eV
* HOMO-LUMO gap: 0.2083 hartree

natural (NBO) atomic charge list, values in e, 4 entries: atom 1 (C): -0.285, atom 2 (C): 0.073, atom 3 (C): 0.069, atom 4 (C): -0.292

=====

Pick arrangement ii: it beats the second-best structure by 8.1 kcal/mol.

=====

Arrangement i

# C5H14NO

A 2-piece molecular cluster, C5H14NO overall (ωB97M-V/def2-TZVPD, OMol25).

Element x y z (Å)
C  -0.166  -0.360  -2.667
C  0.656  -0.322  -1.400
C  0.906  1.116  -0.879
C  -0.165  1.533  0.115
C  -0.962  0.483  2.178
N  -0.011  0.741  1.375
H  -1.209  -0.063  -2.563
H  -0.154  -1.371  -3.089
H  0.214  0.324  -3.426
H  1.597  -0.841  -1.522
H  0.161  -0.869  -0.587
H  0.851  1.829  -1.695
H  1.867  1.166  -0.377
H  -1.132  1.213  -0.256
H  -0.171  2.574  0.410
H  -0.735  -0.159  3.013
H  -1.944  0.848  1.910
H  0.917  0.405  1.622
H  -0.888  -2.730  2.917
H  0.446  -3.157  2.380
O  -0.077  -2.362  2.540

Output
* charge: +1
* E_LUMO: -4.71 eV
* HOMO level: -15.124 eV
* HOMO-LUMO gap: 0.3827 hartree

natural (NBO) atomic charge list, values in e, 4 entries: atom 1 (C): -0.618, atom 2 (C): -0.402, atom 3 (C): -0.416, atom 4 (C): -0.226

=====

Arrangement ii

# C5H14NO

A 2-piece molecular cluster, C5H14NO overall (ωB97M-V/def2-TZVPD, OMol25).

Element x y z (Å)
O  1.353  -1.761  2.090
C  0.166  -1.820  2.405
C  -0.878  -1.487  1.302
N  -0.119  -1.546  -0.059
H  -0.158  -1.917  3.475
H  -1.690  -2.261  1.314
H  -1.304  -0.445  1.399
H  -0.466  -2.164  -0.837
H  -0.067  -0.600  -0.484
H  0.855  -1.858  0.131
C  -0.140  1.869  0.186
C  -0.360  1.467  -1.282
C  0.988  1.000  -1.915
H  0.393  1.095  0.764
H  -1.101  2.001  0.775
H  0.413  2.835  0.207
H  -0.706  2.303  -1.889
H  -1.155  0.689  -1.353
H  0.866  0.534  -2.901
H  1.667  1.903  -2.037
H  1.442  0.164  -1.290

Output
* charge: +1
* E_LUMO: -3.89 eV
* HOMO level: -15.346 eV
* HOMO-LUMO gap: 0.4209 hartree

natural (NBO) atomic charge list, values in e, 4 entries: atom 1 (O): -0.492, atom 2 (C): 0.408, atom 3 (C): -0.333, atom 4 (N): -0.737

=====

Arrangement iii

# C5H14NO

C5H14NO as an isolated structure (ωB97M-V/def2-TZVPD, OMol25).

Element x y z (Å)
C  -1.119  0.506  1.430
O  -2.058  -0.059  0.474
C  0.308  0.769  0.665
C  1.244  -0.532  0.400
C  0.456  -1.647  -0.268
C  2.433  -0.094  -0.543
N  -0.161  1.171  -0.632
H  -0.858  -0.138  2.254
H  -1.554  1.446  1.869
H  -1.585  0.369  -0.333
H  0.933  1.468  1.241
H  1.439  -0.955  1.413
H  1.057  -2.557  -0.476
H  -0.563  -1.865  0.095
H  0.325  -1.384  -1.351
H  2.978  0.419  0.237
H  1.970  0.566  -1.268
H  3.030  -0.902  -0.944
H  -0.069  2.185  -0.685
H  -5.022  -0.069  -5.990
H  -4.424  -0.325  -5.531

Output
* charge: +1
* E_LUMO: -9.31 eV
* HOMO level: -15.785 eV
* HOMO-LUMO gap: 0.2379 hartree

natural (NBO) atomic charge list, values in e, 4 entries: atom 1 (C): -0.002, atom 2 (O): -0.580, atom 3 (C): -0.144, atom 4 (C): -0.143

=====

Pick arrangement i: it beats the second-best structure by 15.0 kcal/mol.

=====

Arrangement i

# C5H14NO

A 2-piece molecular cluster, C5H14NO overall (ωB97M-V/def2-TZVPD, OMol25).

Element x y z (Å)
C  2.507  -0.288  2.079
C  1.373  0.145  1.318
C  1.569  -0.010  -0.239
C  0.347  0.261  -1.228
C  -0.678  -0.692  -1.143
N  -2.014  -0.430  -1.730
H  3.495  0.223  1.899
H  2.759  -1.423  1.940
H  2.554  -0.047  3.217
H  1.133  1.244  1.566
H  0.349  -0.452  1.511
H  1.708  -1.094  -0.305
H  2.595  0.385  -0.519
H  0.470  0.986  -2.171
H  -0.554  -1.668  -0.686
H  -2.277  0.235  -0.967
H  -2.593  -1.317  -1.698
H  -1.989  0.184  -2.624
H  -2.448  0.416  1.340
H  -2.757  1.726  0.846
O  -2.382  0.889  0.505

Output
* charge: +1
* E_LUMO: -3.34 eV
* HOMO level: -13.551 eV
* HOMO-LUMO gap: 0.3751 hartree

natural (NBO) atomic charge list, values in e, 4 entries: atom 1 (C): -0.657, atom 2 (C): -0.384, atom 3 (C): -0.450, atom 4 (C): -0.127

=====

Arrangement ii

# C5H14NO

A 2-piece molecular cluster, C5H14NO overall (ωB97M-V/def2-TZVPD, OMol25).

Element x y z (Å)
C  2.915  -0.433  0.795
C  2.374  -1.259  -0.535
C  0.896  -1.406  -0.631
C  0.132  -0.154  -0.285
C  -1.216  -0.016  -0.145
N  -1.752  0.967  0.815
H  3.554  -1.045  1.226
H  2.059  -0.293  1.515
H  3.332  0.573  0.493
H  2.847  -2.209  -0.585
H  2.724  -0.750  -1.451
H  0.647  -2.208  0.041
H  0.701  -1.699  -1.688
H  0.655  0.685  0.026
H  -1.911  -0.849  -0.200
H  -1.996  0.498  1.746
H  -2.652  1.393  0.226
H  -1.163  1.791  0.988
H  -3.748  1.662  -1.380
H  -4.678  2.537  -0.427
O  -3.721  2.215  -0.546

Output
* charge: +1
* E_LUMO: -3.49 eV
* HOMO level: -13.824 eV
* HOMO-LUMO gap: 0.3798 hartree

natural (NBO) atomic charge list, values in e, 4 entries: atom 1 (C): -0.597, atom 2 (C): -0.387, atom 3 (C): -0.471, atom 4 (C): -0.060

=====

Arrangement iii

# C5H14NO

A 2-piece molecular cluster, C5H14NO overall (ωB97M-V/def2-TZVPD, OMol25).

Element x y z (Å)
C  0.116  -1.309  2.028
C  0.213  0.145  1.998
C  -0.718  0.938  1.147
C  -0.522  0.994  -0.401
C  -1.363  1.534  -1.312
N  0.596  0.155  -0.822
H  1.059  -1.782  2.383
H  -0.622  -1.526  2.804
H  -0.162  -1.545  1.049
H  0.031  0.574  3.074
H  1.281  0.587  1.859
H  -0.715  1.980  1.353
H  -1.764  0.566  1.255
H  -1.128  1.415  -2.450
H  -2.384  1.981  -1.203
H  0.219  -0.809  -0.841
H  1.155  0.568  -1.577
H  1.355  0.185  -0.055
H  1.734  -2.267  -2.114
H  0.824  -2.221  -3.070
O  1.073  -1.576  -2.184

Output
* charge: +1
* E_LUMO: -3.35 eV
* HOMO level: -14.045 eV
* HOMO-LUMO gap: 0.3930 hartree

natural (NBO) atomic charge list, values in e, 4 entries: atom 1 (C): -0.623, atom 2 (C): -0.423, atom 3 (C): -0.467, atom 4 (C): 0.123

=====

Arrangement iv

# C5H14NO

A 2-piece molecular cluster, C5H14NO overall (ωB97M-V/def2-TZVPD, OMol25).

Element x y z (Å)
C  -1.853  -0.355  -0.764
C  0.753  -2.546  -0.298
C  -0.400  1.932  1.169
C  1.611  0.641  0.465
C  -0.434  0.001  -0.672
N  0.114  0.574  0.622
O  0.157  0.710  -1.749
H  -2.034  -1.189  -0.055
H  -1.724  -0.978  -1.747
H  -2.760  0.239  -0.886
H  0.762  -2.598  0.788
H  1.730  -2.419  -0.752
H  0.001  -3.081  -0.844
H  -1.429  1.905  1.363
H  0.289  2.124  1.987
H  -0.062  2.708  0.398
H  1.665  1.248  -0.465
H  2.119  1.061  1.306
H  1.935  -0.361  0.275
H  -0.284  -0.061  1.386
H  0.263  0.364  -2.611

Output
* charge: +1
* E_LUMO (alpha / beta): -4.10 / -3.73 eV
* HOMO level (alpha / beta): -12.883 / -12.837 eV
* HOMO-LUMO gap (alpha / beta): 0.3227 / 0.3348 hartree

natural (NBO) atomic charge list, values in e, 4 entries: atom 1 (C): -0.762, atom 2 (C): -0.503, atom 3 (C): -0.410, atom 4 (C): -0.416

=====

Pick arrangement ii: it beats the second-best structure by 17.3 kcal/mol.

=====

Arrangement i

# C5H14NO

A 2-piece molecular cluster, C5H14NO overall (ωB97M-V/def2-TZVPD, OMol25).

Element x y z (Å)
C  0.104  -0.933  -0.411
C  -0.282  0.381  0.200
C  0.565  0.768  1.387
C  0.157  1.392  2.483
C  1.055  2.042  3.490
N  0.229  -0.844  -1.901
H  -0.596  -1.738  -0.191
H  1.047  -1.385  -0.095
H  -1.342  0.528  0.438
H  -0.156  1.213  -0.489
H  1.637  0.587  1.263
H  -0.874  1.369  2.740
H  1.184  3.083  3.206
H  1.990  1.493  3.614
H  0.600  2.081  4.479
H  0.585  0.060  -2.212
H  -0.620  -1.156  -2.421
H  0.955  -1.511  -2.173
H  -2.019  -2.792  -3.828
H  -1.421  -1.568  -4.551
O  -1.535  -1.974  -3.683

Output
* charge: +1
* E_LUMO: -3.30 eV
* HOMO level: -12.426 eV
* HOMO-LUMO gap: 0.3354 hartree

natural (NBO) atomic charge list, values in e, 4 entries: atom 1 (C): -0.220, atom 2 (C): -0.477, atom 3 (C): -0.220, atom 4 (C): -0.126

=====

Arrangement ii

# C5H14NO

A 2-piece molecular cluster, C5H14NO overall (ωB97M-V/def2-TZVPD, OMol25).

Element x y z (Å)
C  0.972  0.627  2.245
C  0.031  -0.028  1.200
C  0.819  -0.717  0.065
C  1.162  0.259  -1.063
C  -0.072  2.273  -1.677
N  -0.012  1.001  -1.528
H  0.399  1.316  2.862
H  1.454  -0.135  2.858
H  1.762  1.192  1.742
H  -0.592  -0.733  1.696
H  -0.498  0.838  0.806
H  1.693  -1.292  0.368
H  0.132  -1.482  -0.317
H  1.974  0.907  -0.761
H  1.327  -0.359  -1.949
H  -0.894  2.588  -2.314
H  0.707  2.899  -1.269
H  -0.870  0.460  -1.603
H  -3.646  -2.659  -0.126
H  -2.825  -3.924  -0.470
O  -3.021  -3.030  -0.765

Output
* charge: +1
* E_LUMO: -5.24 eV
* HOMO level: -14.313 eV
* HOMO-LUMO gap: 0.3334 hartree

natural (NBO) atomic charge list, values in e, 4 entries: atom 1 (C): -0.602, atom 2 (C): -0.398, atom 3 (C): -0.426, atom 4 (C): -0.242

=====

Arrangement iii

# C5H14NO

A 2-piece molecular cluster, C5H14NO overall (ωB97M-V/def2-TZVPD, OMol25).

Element x y z (Å)
C  0.105  0.887  1.155
C  1.088  -0.307  1.285
C  0.739  -1.299  0.217
C  1.688  -1.739  -0.624
C  -0.677  -1.836  0.032
N  0.253  1.579  -0.179
H  0.135  1.638  1.933
H  -0.903  0.476  1.146
H  2.097  0.076  1.340
H  0.853  -0.675  2.293
H  2.610  -1.155  -0.700
H  1.651  -2.634  -1.234
H  -0.543  -2.867  -0.303
H  -1.267  -1.226  -0.650
H  -1.281  -1.984  0.927
H  -0.600  1.989  -0.595
H  0.586  0.891  -0.868
H  0.982  2.289  -0.117
H  -2.758  2.458  -1.922
H  -2.741  0.956  -1.427
O  -2.285  1.816  -1.402

Output
* charge: +1
* E_LUMO: -3.12 eV
* HOMO level: -13.224 eV
* HOMO-LUMO gap: 0.3713 hartree

natural (NBO) atomic charge list, values in e, 4 entries: atom 1 (C): -0.216, atom 2 (C): -0.453, atom 3 (C): -0.036, atom 4 (C): -0.357

=====

Arrangement iv

# C5H14NO

An isolated ion of composition C5H14NO and charge +1 (ωB97M-V/def2-TZVPD, OMol25).

Element x y z (Å)
C  -1.402  -0.454  -1.944
C  -0.721  -0.235  -0.610
N  -1.207  1.015  0.076
C  0.810  -0.126  -0.782
C  1.581  0.301  0.448
C  1.291  -0.542  1.675
O  -0.003  -0.072  2.144
H  -1.400  0.432  -2.568
H  -2.449  -0.698  -1.837
H  -0.863  -1.195  -2.520
H  -0.986  -1.052  0.049
H  -0.696  1.052  0.981
H  -2.207  0.995  0.296
H  -1.002  1.816  -0.525
H  0.983  0.611  -1.565
H  1.156  -1.092  -1.149
H  1.366  1.327  0.741
H  2.649  0.266  0.222
H  1.166  -1.578  1.379
H  2.072  -0.429  2.420
H  -0.138  -0.342  3.068

Output
* charge: +1
* E_LUMO: -3.06 eV
* HOMO level: -14.975 eV
* SMILES string: C[C@H]([NH3+])CCCO
* HOMO-LUMO gap: 0.4378 hartree

natural (NBO) atomic charge list, values in e, 4 entries: atom 1 (C): -0.634, atom 2 (C): -0.043, atom 3 (N): -0.701, atom 4 (C): -0.417

=====

Pick arrangement iv: it beats the second-best structure by 18.0 kcal/mol.